C96H219N13O20 | ωB97M-V/def2-TZVPD

Structure (XYZ):
```
348
Properties=species:S:1:pos:R:3:forces:R:3:mulliken_charge:R:1
C 1.443 -3.335 8.382 1.19 -0.09 0.89 -2.221
C 1.638 -3.142 6.870 -1.71 -0.79 1.05 2.096
C 1.175 -1.709 6.527 1.42 -1.11 -1.24 -0.853
C 2.262 -0.675 6.770 -0.97 -0.98 -0.11 -1.183
C 3.521 -1.091 5.943 -1.50 0.51 1.56 -0.957
C 4.023 -2.484 6.355 1.60 -0.95 -0.32 1.878
N 2.946 -3.547 6.371 -0.31 3.50 -1.73 0.880
O 3.366 -4.788 6.811 1.02 -0.37 1.23 -0.569
C 5.033 -2.850 5.266 0.50 -1.35 -0.93 -1.823
C 4.867 -2.411 7.647 -0.71 -0.18 0.70 -1.922
C 0.631 -4.130 6.269 -0.50 -0.28 0.10 -1.847
H 1.611 -4.383 8.630 -0.34 -0.09 0.09 0.401
H 0.497 -2.981 8.791 -0.23 -0.22 -0.41 0.329
H 2.197 -2.828 8.985 0.20 0.27 -0.15 0.430
H 1.070 -1.656 5.444 -0.71 -0.20 -0.26 -0.453
H 0.225 -1.531 7.031 0.08 0.12 -0.08 0.950
H 2.400 -0.690 7.852 0.69 0.50 0.03 0.422
H 1.717 0.224 6.480 0.93 0.66 -0.03 0.425
H 4.281 -0.349 6.185 0.36 -0.26 -0.25 0.610
H 3.351 -1.071 4.866 -0.34 0.08 0.00 -0.094
H 5.669 -3.696 5.524 0.16 0.06 0.60 0.462
H 4.595 -3.260 4.355 -0.69 0.42 -0.13 0.193
H 5.703 -2.054 4.940 -0.13 0.31 0.37 0.351
H 4.233 -2.153 8.495 0.02 0.01 0.15 0.384
H 5.334 -3.371 7.868 -0.17 -0.10 -0.07 0.400
H 5.676 -1.681 7.634 -0.11 0.14 -0.46 0.426
H 0.494 -4.062 5.190 0.10 0.18 0.04 -0.295
H -0.333 -4.039 6.770 -0.22 0.38 -0.18 0.280
H 0.886 -5.158 6.527 0.23 -0.19 -0.16 0.862
H 2.720 -5.426 6.498 -0.02 0.09 -0.44 0.389
C 1.079 5.392 -1.246 1.11 0.36 -1.47 -0.997
C 0.395 5.734 0.043 1.10 1.44 0.85 1.541
C -0.617 6.910 -0.222 -0.29 -0.54 0.46 -1.445
C -1.903 6.435 -0.873 -0.34 0.90 0.92 -0.337
C -2.544 5.286 -0.105 0.55 -1.55 -0.99 -1.363
C -1.537 4.062 0.145 -2.02 -0.45 1.41 2.075
N -0.213 4.513 0.610 -2.03 2.65 0.68 -0.198
O 0.711 3.527 0.926 -0.14 -0.40 -1.04 2.741
C -2.108 3.126 1.314 1.23 0.55 -0.63 -1.626
C -1.446 3.209 -1.109 0.50 -0.15 -0.47 -0.729
C 1.476 6.315 1.053 0.11 -0.99 0.33 -1.756
H 1.360 4.343 -1.348 -0.33 0.00 0.07 -0.892
H 2.014 5.930 -1.399 0.22 0.20 0.32 0.454
H 0.508 5.741 -2.107 -0.36 -0.51 -0.18 0.400
H -0.869 7.482 0.671 -0.07 -0.64 0.67 0.445
H -0.217 7.741 -0.803 0.76 -0.49 -0.50 0.322
H -1.765 6.271 -1.941 -0.01 -0.55 0.02 0.110
H -2.605 7.266 -0.804 -0.12 0.19 -0.25 0.510
H -3.337 4.926 -0.761 0.12 -0.63 -0.38 0.408
H -3.206 5.528 0.726 0.98 0.55 0.75 0.484
H -3.099 2.689 1.190 -0.05 0.21 -0.41 0.173
H -1.371 2.325 1.374 -0.20 -0.31 0.05 -0.566
H -2.055 3.618 2.286 -0.15 0.36 -0.05 0.526
H -0.832 2.342 -0.868 0.42 0.08 -0.32 -0.717
H -2.348 2.779 -1.544 -0.53 0.27 0.49 0.764
H -1.013 3.816 -1.905 0.33 -0.22 -0.13 -0.274
H 2.129 7.123 0.722 -0.55 0.25 -0.72 0.390
H 2.215 5.562 1.328 -0.11 -0.43 -0.16 0.198
H 1.087 6.632 2.020 -0.58 0.04 -0.11 0.322
H 0.865 3.698 1.858 0.52 -0.14 0.49 -0.416
C -5.277 0.228 9.422 -0.11 0.98 -0.52 -1.829
C -5.182 0.500 7.875 -1.66 -0.21 -0.05 2.032
C -5.636 1.934 7.643 1.29 1.45 -0.74 -1.924
C -5.326 2.508 6.221 -1.80 -1.55 -0.12 0.603
C -3.854 2.402 5.992 -0.95 0.63 0.26 -1.606
C -3.291 1.003 6.113 -2.60 -0.66 0.35 3.061
N -3.820 0.375 7.420 1.13 2.83 -0.36 0.107
O -3.402 -0.911 7.642 0.87 -1.38 -0.29 -0.318
C -3.769 0.130 4.912 1.50 0.60 -0.43 -0.630
C -1.807 1.207 6.096 1.09 -1.64 1.04 -2.020
C -6.147 -0.466 7.193 0.30 -1.48 0.11 -1.412
H -4.887 1.125 9.903 0.51 -0.25 0.30 0.453
H -4.826 -0.689 9.802 0.19 0.08 -0.26 0.400
H -6.318 0.213 9.744 -0.16 -0.15 -0.27 0.402
H -6.643 2.150 8.000 0.03 -0.23 -0.06 0.461
H -4.903 2.518 8.198 -0.35 0.28 0.88 0.438
H -5.706 3.518 6.064 0.16 0.21 0.48 0.412
H -5.876 1.948 5.465 -0.06 -0.24 -0.17 -0.596
H -3.488 3.067 6.774 1.00 -0.03 -0.13 0.385
H -3.601 2.784 5.002 0.22 0.11 0.02 0.153
H -3.468 -0.909 5.042 -0.32 -0.12 0.24 0.756
H -4.783 0.238 4.529 -0.10 0.04 0.64 -0.901
H -3.144 0.481 4.091 0.07 -0.01 -0.44 -0.177
H -1.452 1.600 7.049 -0.17 0.13 0.12 0.616
H -1.375 0.210 6.012 0.53 -0.04 -0.13 0.096
H -1.380 1.840 5.318 -0.58 -0.04 -0.23 -0.033
H -7.031 -0.656 7.801 -0.50 0.78 -0.36 0.551
H -5.732 -1.473 7.240 0.52 -0.11 -0.19 0.200
H -6.326 -0.294 6.132 -0.34 0.37 0.19 -0.176
H -3.051 -0.846 8.533 0.35 -0.33 0.04 0.351
C 4.179 1.917 -6.283 -0.77 -0.71 -0.86 -1.383
C 4.809 3.122 -5.626 2.22 -0.19 0.91 1.401
C 6.130 3.445 -6.421 -1.85 0.34 -1.33 -1.540
C 6.727 4.786 -6.166 -0.80 1.73 1.13 -0.644
C 5.632 5.923 -6.334 0.34 -2.19 0.52 -1.661
C 4.383 5.671 -5.465 -0.62 1.02 -0.92 1.683
N 3.899 4.275 -5.709 0.40 -0.21 -0.75 -0.031
O 2.701 3.926 -5.016 0.50 0.80 0.68 1.546
C 4.619 6.065 -3.996 -0.62 -0.76 0.02 -1.462
C 3.256 6.645 -6.034 -0.24 -1.67 1.20 -1.812
C 5.284 2.738 -4.178 -0.94 0.66 -0.65 -0.830
H 4.236 1.991 -7.369 0.13 0.14 -0.18 0.651
H 3.119 1.747 -6.093 -0.09 0.35 0.44 -0.278
H 4.617 0.950 -6.034 0.50 0.18 0.27 0.132
H 6.822 2.602 -6.427 -0.02 0.05 0.29 0.375
H 5.786 3.602 -7.443 -0.12 -0.73 -0.51 0.424
H 7.483 5.056 -6.904 0.45 -0.37 0.37 0.487
H 7.073 4.817 -5.133 0.66 0.32 -0.06 0.294
H 5.331 5.847 -7.379 -0.07 0.49 -0.13 0.385
H 6.043 6.896 -6.068 -0.03 0.01 -0.25 0.461
H 4.505 7.138 -3.841 0.30 0.03 -0.13 0.484
H 3.812 5.596 -3.433 -0.08 -0.01 0.24 0.156
H 5.550 5.689 -3.574 0.11 0.23 -0.12 0.319
H 2.464 6.557 -5.290 -0.24 0.46 0.14 0.325
H 3.530 7.694 -6.153 0.28 -0.22 -0.03 0.432
H 2.789 6.212 -6.917 0.49 0.20 -0.38 0.312
H 5.776 3.614 -3.756 0.04 -0.25 0.31 0.373
H 5.962 1.884 -4.181 -0.02 0.13 -0.20 0.387
H 4.403 2.471 -3.594 0.05 0.11 0.24 -0.506
H 2.078 3.685 -5.705 -0.26 -0.05 -0.23 -0.686
C 7.373 0.347 -1.951 -0.03 0.13 0.52 -1.746
C 6.456 -0.926 -1.987 -0.81 0.31 0.89 1.907
C 7.041 -2.122 -2.740 0.26 -0.27 -0.04 -1.088
C 8.125 -2.870 -1.978 1.30 0.81 -0.07 -1.124
C 7.806 -3.331 -0.577 -0.55 -0.19 -0.54 -1.332
C 6.982 -2.270 0.197 0.29 -0.57 1.24 1.333
N 6.063 -1.424 -0.602 1.89 -2.60 -3.17 -0.459
O 5.325 -0.554 0.124 -0.17 1.61 1.15 1.664
C 6.071 -3.134 1.106 -0.11 -0.27 0.83 -1.857
C 8.038 -1.448 1.023 -1.59 0.09 -0.44 -1.337
C 5.129 -0.539 -2.724 0.17 0.02 0.51 -1.098
H 7.070 1.074 -1.198 -0.83 -0.21 0.16 0.041
H 7.351 0.940 -2.865 0.11 -0.42 -0.30 0.625
H 8.407 0.233 -1.627 0.21 -0.74 -0.48 0.404
H 6.273 -2.820 -3.071 -0.48 -0.02 0.46 0.354
H 7.408 -1.750 -3.696 0.45 0.17 0.01 0.521
H 8.937 -2.173 -1.768 0.16 0.55 -0.42 0.391
H 8.643 -3.610 -2.588 -0.40 -0.36 -0.04 0.455
H 8.740 -3.495 -0.040 0.11 0.30 0.00 0.367
H 7.376 -4.330 -0.506 -0.68 0.10 -0.43 0.507
H 6.524 -3.837 1.805 1.22 0.41 0.20 0.567
H 5.415 -2.567 1.766 -0.33 0.21 -0.41 -0.036
H 5.555 -3.906 0.535 -0.68 0.69 -0.56 0.527
H 8.615 -0.782 0.382 0.15 -0.22 -0.11 0.271
H 7.435 -0.801 1.660 0.38 0.03 0.51 0.011
H 8.686 -2.139 1.561 -0.11 0.31 0.23 0.500
H 5.168 -0.683 -3.804 0.56 0.30 -0.08 0.247
H 4.866 0.497 -2.513 -0.06 -0.03 -0.06 -0.447
H 4.280 -1.160 -2.436 0.10 -0.13 0.43 0.382
H 4.445 -0.628 -0.254 -0.54 -0.06 -0.03 -0.558
C -2.706 -3.902 3.613 -0.10 -0.28 0.86 -0.623
C -3.467 -5.227 3.300 -0.76 1.84 -2.62 2.290
C -2.699 -6.403 3.875 -0.07 0.03 0.20 -0.717
C -2.993 -6.649 5.334 -0.47 -0.69 0.68 -0.180
C -4.495 -6.663 5.646 0.19 0.78 -1.22 -1.591
C -5.203 -5.353 5.160 -0.73 -1.18 1.63 1.697
N -4.911 -5.190 3.721 1.71 -2.77 2.18 0.113
O -5.697 -4.245 3.126 -0.22 1.05 -0.64 -0.145
C -6.734 -5.696 5.387 -0.07 1.74 0.68 -2.002
C -4.711 -4.180 6.072 -0.18 0.46 -0.59 -1.106
C -3.521 -5.416 1.727 -0.21 -0.64 0.04 -2.162
H -1.846 -3.676 2.983 -0.22 -0.24 -0.49 0.164
H -2.275 -4.006 4.608 -0.02 0.16 0.23 -0.321
H -3.369 -3.038 3.658 -0.05 -0.02 -0.28 -0.180
H -2.850 -7.313 3.295 -0.20 0.03 -0.08 0.446
H -1.644 -6.137 3.814 0.13 -0.13 -0.36 -0.070
H -2.437 -5.933 5.939 -0.21 0.14 0.19 -0.220
H -2.607 -7.628 5.619 0.25 -0.06 0.00 0.567
H -4.712 -6.882 6.692 0.06 0.34 0.08 0.384
H -5.002 -7.431 5.062 0.31 -0.41 -0.05 0.492
H -7.169 -6.629 5.028 0.55 0.08 -0.69 0.400
H -7.020 -5.697 6.439 0.87 -0.34 0.56 0.453
H -7.367 -4.842 5.144 -0.05 -0.01 -0.99 0.387
H -4.878 -3.230 5.565 0.13 0.11 -0.15 -0.012
H -5.146 -4.016 7.058 -0.58 -0.67 -0.03 0.603
H -3.646 -4.265 6.289 0.02 0.03 -0.31 -0.112
H -4.017 -6.358 1.495 0.09 -0.44 0.32 0.594
H -2.544 -5.472 1.249 0.30 0.08 0.38 0.278
H -4.099 -4.745 1.092 0.06 0.84 0.68 0.287
H -6.151 -4.804 2.491 -0.42 0.42 -0.28 0.316
C 1.456 -2.122 -4.237 0.37 -1.28 0.05 -0.377
O 2.049 -1.642 -5.426 1.38 0.14 -0.54 0.724
C 3.340 -2.275 -5.749 -0.95 -0.36 -0.14 0.019
C 3.684 -2.086 -7.212 -0.45 1.41 1.04 -0.950
N 2.618 -2.522 -8.070 -0.98 -1.68 -0.64 0.023
C 2.409 -3.947 -8.467 1.86 0.27 -1.31 -0.327
C 3.516 -4.386 -9.517 -0.75 -0.11 0.54 -0.542
O 3.286 -5.622 -10.145 -0.91 -0.82 -0.94 -0.406
C 2.047 -5.763 -10.879 0.85 0.67 0.70 -0.684
H 0.411 -1.833 -4.126 0.23 0.54 -0.32 -0.906
H 2.003 -1.908 -3.319 0.10 0.58 -0.01 0.060
H 1.455 -3.210 -4.301 -0.17 -0.44 0.05 0.685
H 3.220 -3.356 -5.672 0.03 -0.23 0.87 0.569
H 4.184 -1.887 -5.178 -0.33 -0.09 0.57 -0.301
H 4.707 -2.426 -7.379 -0.24 -0.48 -0.38 0.452
H 3.721 -1.001 -7.302 0.22 0.29 -0.48 0.148
H 1.778 -2.425 -7.519 -0.19 1.07 0.12 -0.255
H 1.405 -3.937 -8.890 0.13 -0.13 -0.39 0.388
H 2.380 -4.714 -7.693 0.23 0.07 0.54 0.241
H 4.473 -4.600 -9.041 -0.02 0.50 0.44 0.300
H 3.693 -3.615 -10.266 -0.29 0.37 -0.02 0.355
H 2.136 -6.580 -11.595 0.06 -0.25 0.49 0.256
H 1.824 -4.886 -11.486 0.06 0.36 0.08 0.303
H 1.258 -5.890 -10.137 -0.32 -0.33 -0.37 0.261
C -3.164 4.986 -4.962 -1.12 -1.18 1.08 -0.672
O -2.321 4.345 -5.841 0.76 -0.85 -1.95 -0.382
C -1.008 4.874 -5.827 0.47 0.43 -0.29 0.068
C -0.082 4.385 -6.985 -2.01 -1.39 -0.09 -0.943
N 0.072 2.865 -6.915 0.30 2.65 0.49 0.069
C 0.793 2.325 -8.046 -0.22 -2.07 0.77 -0.786
C 0.735 0.752 -7.925 0.47 1.16 0.62 0.001
O -0.578 0.339 -8.264 -0.11 0.49 -0.51 -0.433
C -0.757 -1.052 -8.263 0.57 -0.26 0.24 -0.418
H -2.966 4.537 -3.989 0.12 0.69 0.75 0.134
H -4.178 4.640 -5.165 -0.09 0.17 -0.35 0.294
H -3.182 6.076 -4.948 0.48 0.12 -0.14 0.351
H -0.548 4.644 -4.866 0.23 0.05 0.25 -0.286
H -1.222 5.941 -5.896 0.99 0.44 -0.07 0.705
H 0.839 4.954 -7.120 0.47 -0.38 1.02 0.162
H -0.556 4.671 -7.924 -0.61 -0.20 -0.30 0.606
H -0.848 2.467 -6.796 -0.16 -0.05 -0.25 0.128
H 1.813 2.687 -7.925 0.21 -0.19 -0.48 0.278
H 0.386 2.573 -9.026 -0.04 0.30 -0.19 0.447
H 0.963 0.435 -6.907 -0.29 0.28 0.61 -0.280
H 1.577 0.271 -8.423 -0.34 -0.16 -1.17 0.537
H -0.433 -1.440 -7.297 0.08 -0.32 0.24 -0.143
H -0.149 -1.509 -9.043 0.11 -0.18 -0.12 0.362
H -1.794 -1.358 -8.408 -0.07 0.54 -0.07 0.371
C -0.532 0.026 2.896 0.62 0.59 0.07 -0.236
O 0.745 -0.003 2.262 -0.21 -0.57 -0.12 1.120
C 1.072 -1.220 1.581 0.12 -0.24 0.35 0.106
C 2.332 -1.026 0.730 -0.15 -0.89 1.32 -0.967
N 2.108 -0.575 -0.594 -0.10 3.15 -0.37 0.715
C 1.811 0.934 -0.537 -0.92 -2.07 -1.21 0.464
C 1.686 1.367 -2.006 0.10 1.29 -0.35 0.642
O 0.706 0.687 -2.772 -0.92 -0.66 0.18 0.528
C 0.272 1.328 -3.986 0.30 -0.38 0.80 0.421
H -0.674 -0.642 3.745 0.45 -0.48 0.05 0.111
H -1.375 -0.140 2.226 0.06 0.06 -0.38 -0.296
H -0.554 1.035 3.308 -0.46 0.04 -0.08 -0.068
H 0.237 -1.561 0.969 -0.11 0.13 -0.19 -0.335
H 1.253 -2.015 2.306 -0.01 -0.08 0.33 0.341
H 2.947 -1.917 0.601 -0.33 -0.62 0.73 0.505
H 2.957 -0.350 1.314 0.18 0.27 -0.23 -0.839
H 1.225 -0.956 -0.904 -0.07 -0.54 -0.41 -0.224
H 2.532 1.435 0.109 0.55 0.13 -0.82 -0.752
H 0.897 1.094 0.036 -0.39 0.08 -0.28 -0.378
H 2.628 1.209 -2.531 0.41 0.15 0.16 -0.114
H 1.396 2.414 -2.097 0.44 0.41 0.37 -0.147
H 1.093 1.600 -4.650 0.17 -0.29 -0.02 0.025
H -0.303 2.241 -3.834 -0.03 0.25 0.48 -0.318
H -0.410 0.617 -4.452 0.23 -0.08 -0.22 -0.544
C -3.779 -1.090 0.554 -0.72 2.14 1.96 -0.914
O -2.924 -2.009 0.062 -0.25 -2.22 -1.03 0.353
C -2.329 -1.577 -1.150 0.94 -0.03 0.60 -1.110
C -1.566 -2.759 -1.739 0.93 0.23 -0.45 0.084
N -0.471 -3.205 -0.872 0.35 0.85 -0.65 1.506
C 0.260 -4.479 -1.157 0.06 0.07 2.78 -1.052
C 1.402 -4.699 -0.077 -2.20 1.19 0.70 -0.063
O 0.738 -4.603 1.220 -0.09 -0.11 -1.00 -0.146
C 1.583 -4.736 2.330 0.67 -0.44 -0.52 0.010
H -4.668 -0.796 -0.005 0.00 -0.40 -0.78 0.376
H -3.217 -0.176 0.745 0.05 0.73 -0.13 0.140
H -4.149 -1.325 1.552 0.09 -0.75 0.05 0.108
H -1.718 -0.751 -0.785 0.76 0.31 -0.73 -0.102
H -3.028 -1.175 -1.883 -0.38 -0.26 0.01 0.964
H -1.071 -2.452 -2.660 -0.62 0.02 -0.45 -0.840
H -2.327 -3.522 -1.903 -0.06 -0.34 -0.36 0.340
H -0.935 -3.095 0.019 0.93 -1.22 0.82 -0.753
H 0.848 -4.597 -2.067 -0.78 0.73 -0.61 0.271
H -0.459 -5.287 -1.016 0.14 -0.53 -0.44 0.408
H 2.104 -3.869 -0.158 0.27 0.02 -0.05 -0.295
H 1.919 -5.651 -0.192 -0.09 -0.17 -0.05 0.560
H 2.096 -5.696 2.274 0.05 -0.37 0.24 0.562
H 1.015 -4.686 3.258 -0.06 0.14 -0.24 -0.574
H 2.384 -3.996 2.307 0.02 0.40 0.23 0.037
C 4.501 4.158 -0.290 0.54 -0.29 0.27 -0.480
O 5.409 3.944 0.793 -0.35 0.10 -0.11 -0.544
C 5.973 2.603 0.912 -1.56 1.59 0.11 0.816
C 5.924 2.249 2.415 -0.22 0.72 -0.24 -1.322
N 4.706 2.758 3.157 0.24 -0.93 -0.76 -0.343
C 3.420 2.094 2.827 -0.29 1.01 0.19 1.564
C 2.266 2.633 3.699 0.08 -2.13 0.70 -0.919
O 1.841 3.921 3.395 1.10 0.89 0.03 -0.429
C 0.928 4.453 4.319 -0.79 0.32 -0.57 -0.823
H 3.479 3.867 -0.046 -0.15 -0.23 0.14 0.059
H 4.838 3.599 -1.163 -0.08 0.01 -0.26 0.210
H 4.477 5.220 -0.533 0.19 0.02 0.09 0.351
H 6.979 2.766 0.523 0.20 -0.92 0.08 0.766
H 5.355 1.934 0.313 0.33 -0.24 -0.11 -0.714
H 6.794 2.764 2.822 -0.14 -0.01 0.49 0.472
H 6.115 1.180 2.515 -0.39 -0.08 0.27 0.261
H 4.527 3.642 2.702 0.60 0.74 0.35 0.528
H 3.479 1.014 2.965 -0.08 0.04 -0.15 -0.028
H 3.134 2.395 1.820 -0.05 -0.67 -0.49 -1.213
H 2.548 2.446 4.735 0.41 0.91 0.49 0.776
H 1.376 2.005 3.655 -0.03 -0.60 -0.70 -0.104
H 0.836 5.513 4.083 0.29 0.07 0.40 0.179
H 1.157 4.252 5.366 0.34 0.11 -0.04 0.396
H -0.066 4.062 4.102 -0.32 -0.40 0.17 0.193
C -5.201 1.508 -4.616 0.39 0.14 -0.49 -0.486
O -4.675 0.454 -5.363 0.20 -1.48 -0.23 -0.486
C -3.349 0.093 -5.056 0.25 -0.31 1.09 0.116
C -3.108 -1.407 -5.288 0.12 0.76 -0.40 -0.817
N -3.992 -2.274 -4.495 1.44 0.51 -0.79 -0.052
C -3.820 -3.681 -4.961 -2.70 0.97 1.07 -0.554
C -5.060 -4.502 -4.434 1.55 -1.08 0.40 -0.731
O -6.296 -4.237 -5.007 0.64 1.80 -1.85 -0.301
C -7.313 -5.133 -4.755 -0.60 0.04 0.47 -0.769
H -4.572 2.374 -4.826 -0.36 0.58 0.06 0.109
H -5.165 1.334 -3.541 -0.18 -0.22 0.18 0.214
H -6.218 1.594 -4.997 0.03 0.50 0.36 0.275
H -3.119 0.267 -4.005 -0.38 0.07 0.58 -0.070
H -2.639 0.768 -5.533 0.17 -0.24 -0.75 0.360
H -2.059 -1.620 -5.084 0.16 -0.02 0.17 0.046
H -3.251 -1.582 -6.354 -0.03 -0.20 -0.37 0.587
H -4.879 -1.832 -4.691 -0.79 -0.88 0.01 0.371
H -2.881 -4.051 -4.548 -0.19 -0.21 0.27 0.259
H -3.743 -3.772 -6.044 -0.19 0.08 -0.29 0.414
H -5.171 -4.424 -3.352 0.34 0.41 0.35 0.318
H -4.799 -5.549 -4.588 0.01 -0.44 -0.23 0.517
H -7.498 -5.105 -3.681 -0.17 -0.73 0.27 0.318
H -7.127 -6.125 -5.166 0.27 -0.29 0.32 0.295
H -8.233 -4.786 -5.227 0.15 0.27 -0.13 0.243
C -9.251 -1.019 4.653 1.10 1.31 1.67 -0.648
O -8.564 -0.091 3.789 -1.85 -1.02 0.10 -0.416
C -7.420 -0.569 3.166 1.01 -0.27 -1.81 0.542
C -7.059 0.485 2.044 0.37 0.68 2.90 -0.491
N -6.986 1.768 2.831 1.19 -0.79 -1.19 0.036
C -6.952 2.882 1.874 -0.32 1.11 2.04 -0.780
C -6.806 4.284 2.544 0.61 -0.39 -1.88 -0.562
O -7.944 4.678 3.152 -2.79 0.98 2.96 -0.389
C -7.910 5.953 3.840 -0.15 -0.88 -0.14 -0.769
H -10.031 -0.485 5.197 -0.37 0.27 -0.71 0.272
H -8.561 -1.157 5.485 0.29 -0.83 0.08 0.130
H -9.647 -1.981 4.328 0.35 0.19 -0.90 0.302
H -7.471 -1.591 2.789 -0.91 -0.14 -0.60 0.602
H -6.591 -0.746 3.850 0.31 0.85 0.46 -0.711
H -7.801 0.641 1.262 -0.18 -0.74 -0.18 0.693
H -6.057 0.323 1.647 -0.15 -0.34 -0.25 -0.241
H -7.774 1.699 3.458 -0.29 0.98 -0.15 0.236
H -7.877 2.842 1.299 0.11 0.39 -0.65 0.463
H -6.039 2.858 1.279 -0.16 -0.65 -0.36 0.245
H -6.740 5.042 1.763 1.21 -0.13 -0.80 0.478
H -5.920 4.312 3.177 0.18 -0.08 0.26 0.298
H -8.796 6.080 4.462 -0.21 -0.53 -0.22 0.275
H -7.925 6.805 3.160 0.39 -0.06 -0.34 0.309
H -7.078 6.017 4.542 0.38 -0.03 -0.23 0.293
```
Positions in Å, forces in eV/Å.

Properties
Charge   0
ΔE to the lowest compared entry with this formula, charge and spin   103.7 kcal/mol
Molecular weight   1875.9 u
Lowest unoccupied orbital energy   0.01853 Eh
Energy   -6004.914302 Ha
Multiplicity   1